Record 1
The following is a DFT calculation (ωB97M-V with the def2-TZVPD basis set) of a single C5H11N molecule in a non-equilibrium geometry.

```
17
C5H11N | OMol25 | ωB97M-V with the def2-TZVPD basis set
C -1.47 -0.81 0.63
C -0.49 0.17 -0.04
C -1.03 0.79 -1.33
N 0.77 -0.47 -0.29
C 1.85 0.43 -0.09
C 1.65 -0.74 0.82
H -1.91 -1.58 -0.04
H -0.99 -1.34 1.45
H -2.30 -0.22 1.02
H -0.11 1.21 0.68
H -1.29 0.09 -2.14
H -0.27 1.48 -1.72
H -1.92 1.35 -1.07
H 1.36 1.36 0.39
H 2.63 0.45 -0.87
H 2.15 -1.71 0.74
H 1.37 -0.46 1.84
```

The calculation puts the LUMO energy at 0.0468 Ha. Its charge is 0. The HOMO-LUMO gap comes out at 0.3859 Eh. The spin multiplicity is 1. The energy above the lowest of the compared OMol25 structures with the same formula, charge and spin comes out at 52.1 kcal per mole.

These are the Löwdin partial charges, in e, on atoms 1 to 6: C -0.06; C -0.47; C -0.07; N -0.15; C -0.16; C -0.14

Record 2
The following is a DFT calculation (ωB97M-V with the def2-TZVPD basis set) of a 2-piece molecular cluster, C3H7NO2S overall in a non-equilibrium geometry.

```
14
C3H7NO2S | OMol25 | ωB97M-V with the def2-TZVPD basis set
C 0.77 0.39 -0.54
C 0.03 -2.21 0.83
C 1.09 -1.00 -0.97
N 0.72 1.49 -0.30
O -1.09 3.30 0.20
O 1.07 -2.13 -0.13
S -2.65 3.03 1.17
H 0.18 -3.17 1.44
H -1.10 -2.03 0.49
H 0.22 -1.36 1.52
H 2.21 -0.92 -1.37
H 0.49 -1.29 -1.83
H -1.42 3.39 -0.80
H -0.52 2.51 0.30
```

The calculation puts the LUMO energy at 0.0051 Ha. Its charge is 0. The HOMO-LUMO gap comes out at 0.2861 Eh. The spin multiplicity is 1. The energy above the lowest of the compared OMol25 structures with the same formula, charge and spin comes out at 117.6 kcal per mole.

These are the Löwdin partial charges, in e, on atoms 1 to 6: C -0.11; C -0.12; C -0.20; N 0.19; O -0.51; O -0.20

Record 3
The following is a DFT calculation (ωB97M-V with the def2-TZVPD basis set) of a single C5H6O2 molecule in a non-equilibrium geometry.

```
13
C5H6O2 | OMol25 | ωB97M-V with the def2-TZVPD basis set
C -0.36 0.69 -1.47
C 0.08 0.15 -0.16
O -0.44 -1.17 0.07
C -1.15 -1.38 1.18
O -1.46 -0.56 2.01
C 1.56 -0.07 -0.25
C 2.18 0.53 0.62
H 0.02 -0.02 -2.21
H 0.12 1.66 -1.63
H -1.44 0.77 -1.50
H -0.29 0.83 0.67
H -1.42 -2.44 1.21
H 2.62 0.99 1.46
```

The calculation puts the LUMO energy at 0.0126 Ha. Its charge is 0. The HOMO-LUMO gap comes out at 0.3873 Eh. The spin multiplicity is 1. The energy above the lowest of the compared OMol25 structures with the same formula, charge and spin comes out at 82.7 kcal per mole.

These are the Löwdin partial charges, in e, on atoms 1 to 6: C -0.05; C -0.43; O -0.01; C -0.33; O 0.07; C -0.05

Record 4
The following is a DFT calculation (ωB97M-V with the def2-TZVPD basis set) of a 2-piece molecular cluster, C13H23BF6NO2PS overall in a non-equilibrium geometry.

```
48
C13H23BF6NO2PS | OMol25 | ωB97M-V with the def2-TZVPD basis set
C 2.06 3.72 -0.29
C 2.82 2.29 -0.45
C 1.84 1.17 -1.10
F 0.51 1.70 -1.13
P 2.00 -0.55 -0.33
C 3.89 -0.88 -0.20
C 4.13 -1.61 1.21
O 4.81 -1.05 2.11
F 3.59 -2.90 1.49
N 1.38 -0.72 1.29
C 1.25 0.46 1.89
S 0.46 1.77 2.55
O 1.42 -1.67 -1.45
C 0.16 -2.29 -1.05
C -1.16 -1.46 -1.47
C -0.96 -0.59 -2.82
C -1.70 -0.62 -0.20
C -3.08 0.17 -0.45
C -3.87 0.27 0.98
C -2.89 1.70 -0.95
H 2.79 4.54 0.08
H 1.57 4.05 -1.28
H 1.22 3.64 0.49
H 3.69 2.50 -1.19
H 3.32 1.93 0.52
H 2.18 1.06 -2.21
H 4.51 0.08 -0.23
H 4.18 -1.56 -1.08
H 0.07 -2.57 0.06
H 0.09 -3.29 -1.63
H -1.96 -2.26 -1.73
H -1.05 -1.34 -3.70
H 0.05 -0.08 -2.90
H -1.77 0.20 -3.00
H -0.92 0.10 0.24
H -1.91 -1.39 0.63
H -3.71 -0.44 -1.22
H -3.38 -0.35 1.80
H -3.78 1.37 1.33
H -4.99 0.05 0.87
H -3.87 2.25 -0.64
H -2.83 1.81 -2.09
H -2.04 2.25 -0.42
B -1.62 -2.29 3.54
F -2.98 -1.93 3.25
F -0.99 -2.78 2.34
F -0.91 -1.14 4.01
F -1.60 -3.31 4.54
```

The calculation puts the LUMO energy at -0.0780 Ha. Its charge is 0. The HOMO-LUMO gap comes out at 0.3012 Eh. The spin multiplicity is 1.

These are the Löwdin partial charges, in e, on atoms 1 to 6: C -0.11; C -0.22; C -0.33; F -0.08; P 1.03; C -0.10

Record 5
The following is a DFT calculation (ωB97M-V with the def2-TZVPD basis set) of a single C4H9NO molecule in a non-equilibrium geometry.

```
15
C4H9NO | OMol25 | ωB97M-V with the def2-TZVPD basis set
C -1.32 -0.95 0.41
N -0.22 -0.03 0.00
C -0.29 1.59 -0.27
C 0.89 -0.78 -0.70
C 1.47 -0.14 0.53
O 1.93 1.00 0.50
H -1.99 -1.18 -0.43
H -1.89 -0.52 1.23
H -0.97 -1.95 0.77
H -1.35 1.77 -0.22
H 0.22 2.36 0.40
H 0.13 1.83 -1.27
H 1.15 -0.35 -1.67
H 0.82 -1.88 -0.75
H 1.42 -0.77 1.45
```

The calculation puts the LUMO energy at 0.0301 Ha. Its charge is 0. The HOMO-LUMO gap comes out at 0.3366 Eh. The spin multiplicity is 1. The energy above the lowest of the compared OMol25 structures with the same formula, charge and spin comes out at 91.5 kcal per mole.

These are the Löwdin partial charges, in e, on atoms 1 to 6: C -0.06; N -0.20; C 0.01; C -0.09; C -0.42; O -0.10

Record 6
The following is a DFT calculation (ωB97M-V with the def2-TZVPD basis set) of a 3-piece molecular cluster, C25H57F3N7O3P2 overall in a non-equilibrium geometry.

```
97
C25H57F3N7O3P2 | OMol25 | ωB97M-V with the def2-TZVPD basis set
C 2.33 2.24 -1.92
C 1.31 1.19 -1.40
C -0.04 1.60 -2.01
C 1.23 1.30 0.14
C 1.30 -0.03 0.90
C 2.71 -0.54 1.27
C 3.90 0.29 0.77
C 4.85 -0.58 0.01
F 5.09 -1.83 0.44
C 5.52 -0.12 -1.17
F 6.70 0.52 -1.09
F 5.05 -0.23 -2.40
C 0.56 -1.13 0.10
C 1.02 -1.29 -1.36
C 2.01 -2.50 -1.41
C -0.17 -1.71 -2.23
N 1.78 -0.13 -1.87
O 1.99 -0.17 -3.13
H 2.04 2.49 -2.94
H 3.34 1.81 -1.97
H 2.29 3.13 -1.31
H -0.24 2.64 -1.75
H -0.09 1.44 -3.08
H -0.82 1.00 -1.53
H 0.28 1.77 0.38
H 2.00 2.00 0.47
H 0.72 0.10 1.82
H 2.77 -0.62 2.36
H 2.81 -1.56 0.92
H 4.47 0.66 1.64
H 3.68 1.11 0.09
H 0.67 -2.07 0.64
H -0.50 -0.84 0.09
H 2.05 -2.85 -2.44
H 3.01 -2.20 -1.11
H 1.65 -3.31 -0.78
H -0.40 -2.74 -1.98
H 0.04 -1.68 -3.30
H -1.07 -1.15 -1.98
O 1.43 -3.75 2.76
P 1.27 -4.74 3.92
N 1.85 -6.13 3.04
C 1.36 -7.49 3.09
C 3.25 -6.06 2.65
N -0.47 -4.68 4.01
C -1.30 -5.66 3.33
C -1.02 -3.35 3.76
N 1.32 -5.59 5.46
C 2.64 -5.88 6.00
C 0.23 -6.12 6.25
H 1.49 -7.97 4.07
H 1.89 -8.11 2.37
H 0.31 -7.56 2.81
H 3.92 -6.34 3.48
H 3.51 -5.05 2.33
H 3.46 -6.73 1.81
H -1.09 -5.72 2.25
H -2.35 -5.41 3.46
H -1.19 -6.65 3.78
H -1.07 -3.11 2.69
H -0.42 -2.59 4.25
H -2.03 -3.29 4.17
H 2.97 -6.90 5.72
H 2.66 -5.81 7.09
H 3.38 -5.17 5.62
H -0.08 -7.10 5.88
H -0.63 -5.45 6.26
H 0.53 -6.24 7.29
O -2.85 4.79 -0.97
P -2.94 5.42 -2.34
N -3.80 6.85 -1.92
C -4.80 7.53 -2.72
C -3.12 7.74 -0.99
N -3.92 4.19 -3.10
C -5.35 4.37 -3.27
C -3.66 2.85 -2.60
N -2.42 5.98 -3.87
C -1.45 7.07 -3.87
C -2.86 5.57 -5.19
H -4.41 7.95 -3.66
H -5.21 8.36 -2.15
H -5.64 6.89 -2.94
H -2.37 8.38 -1.48
H -2.61 7.17 -0.21
H -3.83 8.39 -0.48
H -5.86 4.57 -2.32
H -5.78 3.47 -3.71
H -5.57 5.16 -3.98
H -4.16 2.65 -1.64
H -2.59 2.69 -2.45
H -4.00 2.10 -3.32
H -1.94 8.05 -3.98
H -0.73 6.97 -4.69
H -0.87 7.09 -2.95
H -3.78 6.09 -5.47
H -3.02 4.50 -5.26
H -2.10 5.81 -5.94
```

The expectation value of S² is 1.755. The calculation puts the LUMO energy (spin up / spin down) at -0.0110 / -0.0110 Ha. Its charge is 0. The HOMO-LUMO gap (spin up / spin down) comes out at 0.2716 / 0.2878 Eh. The spin multiplicity is 2.

These are the Löwdin partial charges, in e, on atoms 1 to 6: C -0.03; C -0.46; C -0.04; C -0.09; C -0.26; C -0.12

Record 7
The following is a DFT calculation (ωB97M-V with the def2-TZVPD basis set) of a single C5H5N molecule in a non-equilibrium geometry.

```
11
C5H5N | OMol25 | ωB97M-V with the def2-TZVPD basis set
C 1.06 1.02 -0.55
C 0.57 -0.41 -0.66
C -0.66 -0.64 0.00
C -1.81 -0.91 0.32
C -1.97 -0.72 1.69
N -2.28 -0.60 2.80
H 1.30 1.25 0.49
H 0.29 1.72 -0.89
H 1.95 1.13 -1.17
H 1.29 -1.17 -0.34
H 0.25 -0.67 -1.68
```

The calculation puts the LUMO energy at 0.0012 Ha. Its charge is 0. The HOMO-LUMO gap comes out at 0.3774 Eh. The spin multiplicity is 1. The energy above the lowest of the compared OMol25 structures with the same formula, charge and spin comes out at 75.4 kcal per mole.

These are the Löwdin partial charges, in e, on atoms 1 to 6: C -0.08; C -0.24; C -0.03; C 0.03; C -0.33; N 0.12

Record 8
The following is a DFT calculation (ωB97M-V with the def2-TZVPD basis set) of C40H74MgO26S7 as an isolated structure in a non-equilibrium geometry.

```
148
C40H74MgO26S7 | OMol25 | ωB97M-V with the def2-TZVPD basis set
Mg 4.63 36.17 -25.65
C 3.17 30.87 -22.91
C 3.73 32.06 -23.23
C 4.73 32.73 -22.31
O 5.44 33.76 -22.66
C 5.14 32.19 -21.15
C 4.81 30.83 -20.81
C 3.59 30.17 -21.68
O 3.36 28.99 -21.47
O 5.42 30.24 -19.95
O 3.20 32.77 -24.17
H 2.58 30.44 -23.70
H 5.83 32.80 -20.58
C 6.63 35.49 -12.75
C 6.07 34.04 -12.59
C 5.75 33.16 -13.81
O 6.44 31.98 -13.76
C 7.31 32.01 -12.72
O 8.17 31.14 -12.55
O 7.23 33.29 -12.00
H 5.78 36.08 -13.07
H 7.40 35.48 -13.52
H 7.19 35.77 -11.85
H 5.33 34.06 -11.78
H 6.18 33.59 -14.71
H 4.68 33.03 -13.95
C -0.27 35.71 -20.56
C -0.32 36.25 -19.06
C 0.65 35.39 -18.31
O 1.72 36.26 -18.09
C 1.60 37.46 -18.39
O 2.47 38.34 -18.20
O 0.27 37.54 -18.95
H -0.58 36.51 -21.24
H -1.08 34.99 -20.60
H 0.73 35.43 -20.92
H -1.35 36.22 -18.71
H 1.04 34.51 -18.82
H 0.18 35.04 -17.39
C -0.81 29.85 -29.48
C -1.59 29.75 -30.79
C -1.31 30.87 -31.77
O -1.03 30.24 -32.94
C -0.82 28.98 -32.79
O -0.40 28.27 -33.71
O -1.12 28.63 -31.48
H -1.51 29.35 -28.81
H -0.73 30.81 -28.96
H 0.17 29.38 -29.41
H -2.64 29.52 -30.60
H -0.57 31.58 -31.38
H -2.28 31.37 -31.79
C 4.74 27.20 -27.48
C 4.28 25.74 -27.30
C 4.13 25.22 -25.80
O 2.98 24.47 -25.97
C 2.27 24.82 -27.04
O 1.13 24.47 -27.21
O 3.00 25.55 -27.89
H 4.14 27.97 -26.99
H 4.80 27.50 -28.53
H 5.69 27.27 -26.95
H 4.96 25.02 -27.76
H 3.81 25.99 -25.10
H 4.94 24.71 -25.27
C 10.02 34.61 -17.42
C 9.93 35.82 -18.44
C 8.73 36.78 -18.46
O 9.20 38.00 -18.16
C 10.59 38.04 -18.12
O 11.31 39.04 -17.95
O 11.07 36.70 -18.40
H 9.20 33.90 -17.53
H 10.21 34.97 -16.40
H 10.91 34.02 -17.65
H 9.97 35.27 -19.38
H 7.86 36.59 -17.82
H 8.35 36.76 -19.48
C 1.52 29.54 -15.33
S 0.05 28.76 -14.58
O 0.41 27.27 -14.49
C -0.08 29.63 -12.87
H 1.44 30.62 -15.43
H 1.86 28.97 -16.19
H 2.24 29.44 -14.52
H -0.95 30.21 -12.57
H 0.69 30.36 -13.16
H 0.24 29.16 -11.94
C 10.44 27.41 -21.57
S 11.16 29.04 -21.78
O 12.57 28.74 -22.44
C 9.86 29.73 -22.89
H 9.37 27.34 -21.34
H 10.86 26.90 -20.71
H 10.63 26.68 -22.36
H 8.94 29.28 -22.50
H 9.95 29.24 -23.86
H 9.93 30.81 -22.88
C 5.92 25.28 -16.22
S 5.96 25.56 -14.37
O 4.81 24.63 -13.98
C 7.72 24.96 -13.94
H 5.72 24.23 -16.43
H 6.77 25.74 -16.72
H 5.07 25.89 -16.53
H 8.61 25.50 -14.25
H 8.13 23.95 -14.02
H 7.72 25.15 -12.87
C -3.08 28.42 -21.26
S -3.44 28.55 -19.45
O -3.56 30.01 -19.24
C -5.15 27.80 -19.45
H -2.44 27.55 -21.42
H -2.47 29.21 -21.69
H -3.91 28.46 -21.96
H -5.71 28.27 -20.26
H -5.76 28.14 -18.61
H -4.97 26.73 -19.57
C 2.68 20.43 -18.71
S 1.12 21.51 -18.21
O 1.53 22.32 -16.95
C 1.40 22.62 -19.69
H 2.62 20.02 -19.71
H 2.93 19.63 -18.01
H 3.59 21.04 -18.78
H 2.36 23.12 -19.78
H 0.67 23.43 -19.64
H 1.45 22.06 -20.63
C 2.00 40.14 -29.27
S 1.91 38.24 -29.50
O 2.78 37.45 -28.50
C 0.28 37.90 -28.79
H 3.06 40.21 -29.54
H 1.92 40.50 -28.24
H 1.28 40.64 -29.91
H -0.29 38.48 -29.51
H 0.09 38.33 -27.80
H 0.12 36.82 -28.84
C 9.29 34.60 -30.04
S 7.71 33.86 -29.42
O 7.17 34.66 -28.28
C 6.80 34.22 -31.02
H 9.16 35.66 -30.26
H 9.92 34.09 -30.76
H 9.89 34.72 -29.14
H 5.96 33.53 -31.13
H 7.64 34.18 -31.72
H 6.57 35.28 -30.90
```

The calculation puts the LUMO energy at -0.1680 Ha. Its charge is 0. The HOMO-LUMO gap comes out at 0.1039 Eh. The spin multiplicity is 1. The energy above the lowest of the compared OMol25 structures with the same formula, charge and spin comes out at 468.0 kcal per mole.

These are the Löwdin partial charges, in e, on atoms 1 to 6: Mg 0.70; C 0.10; C -0.35; C -0.34; O -0.01; C 0.09

Record 9
The following is a DFT calculation (ωB97M-V with the def2-TZVPD basis set) of C24H26FFeNO2SiTe as an isolated structure in a non-equilibrium geometry.

```
57
C24H26FFeNO2SiTe | OMol25 | ωB97M-V with the def2-TZVPD basis set
Fe 0.19 -0.03 -0.10
C -0.52 0.98 4.52
Si 0.32 0.93 2.86
C 2.12 0.56 3.08
C 0.02 2.54 1.98
N -0.29 -0.31 1.69
C -0.95 -1.49 1.95
C -1.46 -1.88 3.20
C -2.09 -3.10 3.36
C -2.24 -3.97 2.28
C -1.74 -3.63 1.02
C -1.12 -2.41 0.91
F -0.60 -2.04 -0.31
H -0.10 1.83 5.06
H -0.32 0.09 5.12
H -1.60 1.13 4.47
H 2.57 1.34 3.70
H 2.66 0.53 2.14
H 2.26 -0.39 3.60
H 0.32 3.38 2.62
H -1.04 2.66 1.75
H 0.60 2.62 1.05
H -1.37 -1.22 4.05
H -2.48 -3.38 4.33
H -2.74 -4.92 2.41
H -1.83 -4.28 0.16
C -0.10 2.51 -2.64
Te -1.51 1.21 -1.71
C -2.41 3.02 -1.01
C -1.94 4.07 -1.99
C -2.61 5.29 -2.09
C -2.16 6.25 -2.97
C -1.04 6.01 -3.76
C -0.37 4.80 -3.66
C -0.82 3.83 -2.77
H 0.18 2.08 -3.60
H 0.79 2.58 -2.01
H -2.07 3.24 0.00
H -3.49 2.90 -1.01
H -3.49 5.47 -1.49
H -2.69 7.20 -3.06
H -0.69 6.76 -4.45
H 0.50 4.61 -4.27
O 0.97 -0.37 -1.85
C 2.10 0.06 -1.41
O 2.07 0.57 -0.24
C 3.33 -0.04 -2.21
C 4.53 0.42 -1.67
C 5.69 0.33 -2.42
C 5.64 -0.22 -3.70
C 4.44 -0.67 -4.23
C 3.28 -0.58 -3.49
H 4.54 0.84 -0.67
H 6.63 0.67 -2.01
H 6.55 -0.29 -4.28
H 4.42 -1.10 -5.23
H 2.34 -0.94 -3.88
```

The expectation value of S² is 1.219. The calculation puts the LUMO energy (spin up / spin down) at -0.1856 / -0.1582 Ha. Its charge is +1. The HOMO-LUMO gap (spin up / spin down) comes out at 0.2143 / 0.2499 Eh. The spin multiplicity is 2. The energy above the lowest of the compared OMol25 structures with the same formula, charge and spin comes out at 6.7 kcal per mole.

These are the Löwdin partial charges, in e, on atoms 1 to 6: Fe 0.55; C -0.18; Si 0.46; C -0.15; C -0.16; N -0.10

Record 10
The following is a DFT calculation (ωB97M-V with the def2-TZVPD basis set) of a single C13H12Cl2N2O3S2 molecule in a non-equilibrium geometry.

```
34
C13H12Cl2N2O3S2 | OMol25 | ωB97M-V with the def2-TZVPD basis set
C 1.64 3.30 -1.35
H 1.95 4.36 -1.38
C 0.89 2.96 -0.27
C 0.48 1.35 -0.30
H 0.05 0.90 -1.41
C -0.67 0.92 0.86
O -1.05 1.65 1.84
N -1.10 -0.22 0.56
H -0.81 -0.81 -0.17
C -2.05 -0.84 1.56
C -3.34 -1.07 0.83
C -3.84 -2.44 0.57
C -4.86 -2.81 -0.27
C -5.25 -1.33 -0.60
S -4.26 -0.16 -0.22
H -6.17 -1.22 -1.15
H -5.36 -3.71 -0.32
H -3.31 -3.44 1.22
H -2.25 0.12 2.20
H -1.70 -1.58 2.26
O 1.60 0.67 -0.13
C 1.66 -0.45 -0.39
O 0.90 -1.03 -1.08
C 3.06 -1.06 -0.11
N 3.31 -2.23 -0.71
S 4.90 -2.84 -0.17
C 5.36 -1.45 0.25
C 4.32 -0.24 0.10
Cl 4.33 1.24 0.55
Cl 6.97 -0.92 0.78
H -0.20 3.52 -0.29
H 1.21 3.07 0.56
H 1.10 3.14 -2.35
H 2.51 2.64 -1.46
```

The calculation puts the LUMO energy at -0.0120 Ha. Its charge is 0. The HOMO-LUMO gap comes out at 0.2894 Eh. The spin multiplicity is 1. The energy above the lowest of the compared OMol25 structures with the same formula, charge and spin comes out at 237.4 kcal per mole.

These are the Löwdin partial charges, in e, on atoms 1 to 6: C -0.17; H 0.10; C -0.20; C -0.12; H 0.22; C -0.38